C2H13N2O3 | the ωB97M-V functional and the def2-TZVPD basis

Geometry as XYZ:
```
20
Properties=species:S:1:pos:R:3:nbo_charge:R:1
C 1.299 -0.960 0.302 -0.488
N 0.099 -0.993 1.212 -0.225
C 0.021 0.305 1.969 -0.158
N 0.021 1.586 1.248 -0.470
H 1.029 -0.358 -0.583 0.304
H 2.226 -0.963 0.942 0.254
H 1.375 -2.039 0.001 0.304
H -0.788 -1.101 0.685 0.436
H -0.960 0.339 2.484 0.247
H 0.715 0.316 2.805 0.241
H -0.697 1.558 0.484 0.428
H 0.976 2.247 -2.168 0.514
H -1.139 -1.195 -1.550 0.487
O -0.722 -2.028 -1.401 -0.967
H -0.118 1.137 -1.491 0.506
H -2.331 0.730 -1.433 0.485
O -1.432 0.457 -1.279 -0.910
H 0.946 1.939 0.857 0.434
H -1.281 -2.723 -1.770 0.495
O 0.760 1.747 -1.314 -0.915
```

Results
total energy	-11393.3709	eV
M	113.14	g/mol
total charge	+1
highest occupied orbital energy	-0.5361	Ha
energy above the lowest of the compared OMol25 structures with the same formula, charge and spin	8.9733	eV
LUMO energy	-10.05	eV